Density functional theory data (ωB97M-V/def2-TZVPD) for a cluster of 4 separate species, C30H34N5O9 in total.

```
! RIJCOSX wB97M-V def2-TZVPD def2/J DEFGRID3
* xyz -1 1
C 2.82905 -7.07467 -0.16358
C 3.16303 -6.13072 -1.33317
O 4.22705 -5.25183 -1.05137
N 3.73457 -4.19381 -0.24277
C 4.32003 -2.90977 -0.62296
C 3.22656 -1.94999 -1.14416
C 2.62500 -1.03960 -0.08971
C 1.87783 -1.76429 1.02841
C 0.39684 -2.11065 0.75072
N -0.01644 -2.32139 -0.62361
C -0.18855 -3.56938 -1.15144
C -0.56015 -3.48239 -2.47583
C -0.64967 -2.08961 -2.77526
C -0.31283 -1.41909 -1.62079
C 5.16350 -2.31763 0.52075
O 5.69931 -1.21740 0.27058
O 5.21513 -2.95412 1.59398
H 3.33055 -6.74847 0.74321
H 1.76128 -7.05746 0.04542
H 3.14514 -8.08487 -0.41376
H 2.28061 -5.51807 -1.53240
H 3.37790 -6.67872 -2.24902
H 3.91888 -4.37539 0.74001
H 4.99669 -3.12547 -1.44872
H 2.47354 -2.57086 -1.62953
H 3.65943 -1.34212 -1.93855
H 1.99144 -0.30307 -0.58501
H 3.41946 -0.46056 0.37782
H 1.88569 -1.12201 1.90709
H 2.39511 -2.69537 1.23392
H 0.21236 -3.06532 1.24213
H -0.26257 -1.39910 1.24858
H -0.03997 -4.50784 -0.64351
H -0.75000 -4.28343 -3.16647
H -0.92546 -1.59067 -3.68705
H -0.25746 -0.37825 -1.36399
C 0.42522 5.15167 -2.82541
C 0.04909 4.64852 -4.06397
C 0.24345 3.30751 -4.36023
C 0.81631 2.49259 -3.40368
C 1.21237 2.97846 -2.17184
C 1.01204 4.31690 -1.88195
N 0.99221 1.05969 -3.68117
O 0.63312 0.64119 -4.76816
O 1.46250 0.38409 -2.79386
H 0.25661 6.19209 -2.59502
H -0.40763 5.29932 -4.79739
H -0.05518 2.90723 -5.31758
H 1.66202 2.32203 -1.44042
H 1.30610 4.70367 -0.91866
C -5.48050 -1.95183 3.06683
C -6.10549 -0.75731 2.73203
C -5.39849 0.23542 2.07322
C -4.07146 0.01078 1.75792
C -3.43052 -1.16873 2.08706
C -4.14475 -2.15529 2.74766
N -3.31830 1.05111 1.03767
O -3.89883 2.08701 0.76902
O -2.16694 0.80563 0.75710
H -6.03727 -2.72751 3.57625
H -7.14602 -0.60034 2.98146
H -5.87789 1.16603 1.80888
H -2.39258 -1.32370 1.83132
H -3.65844 -3.08482 3.00898
C -1.94357 5.61756 4.38219
C -0.81153 6.21273 3.84122
C -0.62937 6.23747 2.46807
C -1.59272 5.66598 1.65828
C -2.72298 5.06229 2.17690
C -2.89505 5.04013 3.55144
N -1.41726 5.70287 0.19924
O -0.40155 6.20787 -0.24348
O -2.29373 5.22065 -0.48376
H -2.08418 5.60294 5.45508
H -0.07001 6.65891 4.48935
H 0.24938 6.69677 2.04068
H -3.45771 4.61343 1.52419
H -3.77336 4.57244 3.97453
*
```

Properties
Electronic energy in eV: -57530.9347
Molar mass in u: 608.628
ΔE to the lowest compared entry with this formula, charge and spin in kJ/mol: 0.00
Kohn-Sham gap in eV: 5.0

Löwdin population analysis, charges in e, atoms 1 to 4: number 1, C, carries -0.08; number 2, C, carries -0.28; number 3, O, carries -0.15; number 4, N, carries -0.02